Record 1
This record from the OMol25 dataset describes a single C2H3BO3 molecule in a non-equilibrium geometry. The level of theory is ωB97M-V/def2-TZVPD.

## Properties
E_tot = -8941.6706 eV
LUMO level = 0.15 eV
Molar mass = 85.9 g/mol
Frontier orbital gap = 10.5 eV
2S+1 = 1

```
9
Properties=species:S:1:pos:R:3:lowdin_charge:R:1
B 0.892 0.303 -0.005 -0.796
C -2.671 0.074 0.004 0.121
C -1.555 0.539 -0.044 -0.033
O 0.623 -1.064 0.018 0.201
O 2.157 0.804 -0.014 0.255
O -0.171 1.159 -0.011 0.155
H -3.461 -0.482 0.301 0.000
H 1.400 -1.537 -0.070 0.060
H 2.786 0.206 -0.179 0.038
```

Record 2
This record from the OMol25 dataset describes a molecular structure, C2H3BaFO2P in a non-equilibrium geometry. The level of theory is ωB97M-V/def2-TZVPD.

## Properties
E_tot = -18916.2788 eV
LUMO level (alpha / beta) = 2.27 / 2.36 eV
Molar mass = 246.3 g/mol
Charge = -1
Frontier orbital gap (alpha / beta) = 4.4 / 4.5 eV
2S+1 = 1

```
10
Properties=species:S:1:pos:R:3:lowdin_charge:R:1
P 2.977 -0.415 -0.148 0.441
F 3.061 0.504 1.671 -0.957
O -0.142 -0.806 0.575 -0.593
C -1.300 -0.712 -0.130 -0.409
H -1.737 -1.637 -0.526 0.065
H 2.173 -0.974 -1.186 -0.303
C -1.837 0.504 -0.395 -0.438
O -1.184 1.638 -0.085 -0.619
Ba 0.858 1.314 0.989 1.749
H -2.868 0.584 -0.765 0.063
```

Record 3
This record from the OMol25 dataset describes a single C2H3Br2FSi molecule in a non-equilibrium geometry. The level of theory is ωB97M-V/def2-TZVPD.

## Properties
E_tot = -152806.2711 eV
LUMO level = 0.48 eV
Molar mass = 233.9 g/mol
Frontier orbital gap = 11.3 eV
2S+1 = 1

```
9
Properties=species:S:1:pos:R:3:lowdin_charge:R:1
C -0.575 0.865 0.219 -0.107
C 0.527 0.552 -0.412 -0.290
F 2.872 1.890 -1.077 -0.209
Si 1.333 1.914 -1.427 -0.406
Br 1.360 1.758 -3.636 0.369
Br 0.631 3.889 -0.852 0.455
H -1.303 0.182 0.746 0.090
H -0.823 1.906 0.102 -0.025
H 1.051 -0.537 -0.458 0.122
```

Record 4
This record from the OMol25 dataset describes 2 unconnected molecules or ions with the total composition C2H3Br2FSi in a non-equilibrium geometry. The level of theory is ωB97M-V/def2-TZVPD.

## Properties
E_tot = -152802.4338 eV
LUMO level (alpha / beta) = -2.11 / -3.07 eV
Molar mass = 233.9 g/mol
Frontier orbital gap (alpha / beta) = 6.9 / 4.5 eV
2S+1 = 1

```
9
Properties=species:S:1:pos:R:3:lowdin_charge:R:1
C 0.146 -0.011 -0.467 -0.180
C -0.729 -0.692 0.306 -0.301
F -3.255 -1.522 1.334 -0.197
Si -2.456 -0.269 0.749 0.316
Br 2.615 1.212 0.608 -0.194
Br -3.976 1.030 -0.114 0.443
H 1.079 -0.469 -0.734 -0.004
H -0.088 0.928 -0.936 0.051
H -0.390 -1.611 0.777 0.065
```

Record 5
This record from the OMol25 dataset describes a molecular structure, C2H3Br2N in a non-equilibrium geometry. The level of theory is ωB97M-V/def2-TZVPD.

## Properties
E_tot = -143693.5977 eV
LUMO level (alpha / beta) = -0.15 / -0.32 eV
Molar mass = 200.9 g/mol
Frontier orbital gap (alpha / beta) = 8.4 / 9.2 eV
2S+1 = 1

```
8
Properties=species:S:1:pos:R:3:lowdin_charge:R:1
C -0.652 -0.168 1.238 -1.232
C 0.582 0.287 -1.037 -0.248
N -0.339 0.842 -0.073 -0.059
Br -1.602 0.578 2.640 0.663
Br -0.094 -1.946 1.322 0.670
H -0.155 -0.283 -1.567 0.062
H 1.313 -0.450 -0.786 0.033
H 0.947 1.139 -1.738 0.111
```

Record 6
This record from the OMol25 dataset describes a single C2H3Br2N3 molecule in a non-equilibrium geometry. The level of theory is ωB97M-V/def2-TZVPD.

## Properties
E_tot = -146674.5992 eV
LUMO level (alpha / beta) = -1.17 / -1.17 eV
Molar mass = 228.9 g/mol
Frontier orbital gap (alpha / beta) = 8.1 / 8.1 eV
2S+1 = 1

```
10
Properties=species:S:1:pos:R:3:lowdin_charge:R:1
C -1.053 0.128 0.602 -0.227
C 0.722 0.068 -0.778 -0.548
N -0.684 1.468 0.159 0.056
N 0.348 1.430 -0.607 0.012
N -0.169 -0.702 -0.194 -0.534
Br 2.768 0.298 0.471 0.109
Br 0.006 -2.554 0.006 0.795
H -1.172 -0.049 1.703 0.149
H -2.042 0.218 0.263 0.103
H 1.277 -0.305 -1.623 0.084
```

Record 7
This record from the OMol25 dataset describes 2 unconnected molecules or ions with the total composition C2H3Br2NOSi in a non-equilibrium geometry. The level of theory is ωB97M-V/def2-TZVPD.

## Properties
E_tot = -153623.3798 eV
LUMO level = -1.61 eV
Molar mass = 244.9 g/mol
Frontier orbital gap = 7.5 eV
2S+1 = 1

```
10
Properties=species:S:1:pos:R:3:lowdin_charge:R:1
C -1.014 -1.405 1.965 -0.634
C 0.812 -0.120 -1.434 -0.196
N -1.249 -2.527 2.096 0.081
O -0.819 -0.199 1.936 -0.146
Si 0.002 0.975 -0.112 -0.014
Br 1.155 2.524 0.929 0.419
Br -2.012 1.789 -0.455 0.402
H 0.575 -0.028 -2.480 0.047
H 1.787 0.171 -1.280 -0.016
H 0.763 -1.180 -1.167 0.056
```

Record 8
This record from the OMol25 dataset describes 2 unconnected molecules or ions with the total composition C2H3BrClF in a non-equilibrium geometry. The level of theory is ωB97M-V/def2-TZVPD.

## Properties
E_tot = -87402.2481 eV
LUMO level (alpha / beta) = -2.44 / -2.42 eV
Molar mass = 161.4 g/mol
Frontier orbital gap (alpha / beta) = 6.8 / 6.8 eV
2S+1 = 1

```
8
Properties=species:S:1:pos:R:3:lowdin_charge:R:1
C -0.835 -0.176 -0.063 -0.094
C 0.544 -0.152 0.322 -0.767
F 0.780 0.086 1.583 0.071
Cl 1.376 2.251 -1.118 -0.302
Br 1.824 -1.339 -0.429 0.829
H -1.254 0.674 -0.489 0.074
H -1.077 -0.946 -0.697 0.062
H -1.358 -0.397 0.891 0.128
```

Record 9
This record from the OMol25 dataset describes a single C2H3BrClN molecule in a non-equilibrium geometry. The level of theory is ωB97M-V/def2-TZVPD.

## Properties
E_tot = -86174.0812 eV
LUMO level (alpha / beta) = -0.45 / -0.46 eV
Molar mass = 156.4 g/mol
Frontier orbital gap (alpha / beta) = 7.3 / 7.3 eV
2S+1 = 1

```
8
Properties=species:S:1:pos:R:3:lowdin_charge:R:1
C -1.131 -0.274 0.204 -0.104
C 1.008 0.057 -0.621 -1.081
N -0.136 0.462 -0.116 -0.222
Cl 1.134 -1.601 -0.452 0.660
Br 2.670 1.188 0.053 0.424
H -1.456 -1.372 -0.084 0.098
H -1.862 0.074 0.960 0.074
H -0.228 1.466 0.056 0.150
```